Record 1
# C4H5N3O

C4H5N3O in the gas phase (ωB97M-V with the def2-TZVPD basis set, the OMol25 dataset).

Its net charge is 0. Its SMILES is O=CN1C=CN=CN1. The total energy is -394.79914 hartree. The value obtained for the energy above the lowest of the compared OMol25 structures with the same formula, charge and spin is 442.2 kJ/mol. The calculation puts the HOMO-LUMO gap at 9.563 eV.

Last columns: bonded neighbours and bond lengths (Å).
Atoms and positions in Å:
1 C 1.718 -0.414 -0.264  H5 1.183, N10 1.317, O13 1.307
2 C -1.526 -1.031 -0.261  H7 1.205, N11 1.515, N12 1.278
3 C -1.388 1.260 0.029  C4 1.332, H8 1.149, N12 1.399
4 C -0.086 1.120 0.273  C3 1.332, H9 1.113, N10 1.396
5 H 1.800 -1.586 -0.396  C1 1.183
6 H -0.422 -0.858 1.783  N11 1.224
7 H -1.927 -2.007 -0.843  C2 1.205
8 H -2.012 2.218 0.146  C3 1.149
9 H 0.634 1.968 0.323  C4 1.113
10 N 0.515 -0.138 0.196  C1 1.317, C4 1.396, N11 1.347
11 N -0.285 -1.143 0.600  C2 1.515, H6 1.224, N10 1.347
12 N -2.036 0.123 -0.467  C2 1.278, C3 1.399
13 O 2.781 0.346 -0.248  C1 1.307



Record 2
# C3H8N3

A gas-phase ion, C3H8N3 (charge +1) (ωB97M-V with the def2-TZVPD basis set, the OMol25 dataset).

Its net charge is +1. Its SMILES is C=N[C@H]1[NH2+][C@@H]1N. The total energy is -283.00481 hartree. The value obtained for the energy above the lowest of the compared OMol25 structures with the same formula, charge and spin is 417.3 kJ/mol. The calculation puts the HOMO-LUMO gap at 11.113 eV.

Last columns: bonded neighbours and bond lengths (Å).
Atoms and positions in Å:
1 C -1.740 -1.457 1.364  N4 1.254, H7 1.112, H8 1.047
2 C 0.219 -0.297 0.266  C3 1.508, N4 1.746, N6 1.417, H9 1.164
3 C 0.146 0.894 -0.656  C2 1.508, N5 1.348, N6 1.590, H10 1.156
4 N -1.229 -1.271 0.234  C1 1.254, C2 1.746
5 N 0.821 2.046 -0.466  C3 1.348, H11 1.034, H12 1.066
6 N 0.949 -0.449 -0.940  C2 1.417, C3 1.590, H13 1.015, H14 1.008
7 H -2.637 -2.103 1.488  C1 1.112
8 H -1.627 -1.210 2.376  C1 1.047
9 H 0.603 -0.329 1.365  C2 1.164
10 H -0.870 0.965 -1.203  C3 1.156
11 H 1.759 2.026 -0.031  N5 1.034
12 H 1.030 2.598 -1.353  N5 1.066
13 H 1.944 -0.270 -0.849  N6 1.015
14 H 0.632 -1.146 -1.595  N6 1.008



| no. | HOMO (eV) |
| --- | --- |
| 1 | -9.44 |
| 2 | -14.33 |